[1]
This record from the OMol25 dataset describes a structure of composition C18H46FN2O6Pb at a distorted geometry. The level of theory is ωB97M-V with the def2-TZVPD basis set.

Net charge: +1
Energy above the lowest of the compared OMol25 structures with the same formula, charge and spin: 1579.8 kJ/mol
HOMO energy: -9.55 eV

Geometry as XYZ:
```
74
Properties=species:S:1:pos:R:3:forces:R:3
Pb 0.08268 13.92349 -14.78046 -0.9 -5.2 -3.3
F 0.86532 14.54009 -13.05630 -1.3 3.2 -2.3
C 3.28629 14.43876 -11.74175 0.3 -0.4 0.7
C 3.04618 15.83811 -12.29468 2.1 -0.1 1.3
C 4.30173 16.58085 -12.58720 1.3 1.2 0.4
O 2.41375 15.82194 -13.50686 8.0 -2.4 0.8
H 3.68997 13.75624 -12.48961 0.5 0.4 0.9
H 2.37833 13.97959 -11.35076 1.1 0.4 -1.3
H 3.94518 14.41416 -10.87378 0.3 0.4 -0.1
H 2.41100 16.40147 -11.61111 1.2 0.3 -0.1
H 5.02424 16.05772 -13.21363 -0.3 -0.3 -0.2
H 4.88731 16.88862 -11.72090 -0.2 -0.1 0.3
H 4.01063 17.49686 -13.10129 0.2 0.1 -0.1
H 1.60976 15.30774 -13.40296 1.2 0.5 0.1
C 0.67095 15.50103 -10.33306 -1.4 -0.8 2.1
C 0.80927 13.92048 -10.23811 0.2 1.3 -0.2
C 0.05305 13.22786 -9.11194 -0.3 0.4 0.5
O 0.45633 13.39244 -11.47667 -0.9 -4.8 5.5
H -0.38390 15.65142 -10.56279 1.1 1.1 1.3
H 1.24725 16.02261 -11.09721 -0.8 -0.7 0.8
H 0.83705 15.89889 -9.33195 0.4 0.3 -0.1
H 1.89117 13.80768 -10.16820 -0.5 -0.7 1.8
H 0.03671 12.14011 -9.18010 0.6 0.0 -0.2
H -1.01049 13.46213 -9.06618 0.0 0.4 -0.2
H 0.42714 13.51505 -8.12925 0.3 -0.1 0.0
H 0.70132 13.96438 -12.20774 -0.5 -1.6 3.2
C 2.26935 15.42205 -17.41335 -0.5 -0.2 0.6
O 1.95466 14.44869 -16.35636 2.3 -0.1 -2.6
C 3.20469 14.05210 -15.82650 0.5 -0.3 -2.1
C 3.05249 13.31279 -14.58529 0.2 -1.7 2.1
N 1.89297 12.44179 -14.53384 0.4 -2.3 0.2
C 1.64720 11.84073 -13.22148 -1.2 0.2 0.7
C 0.19672 11.22154 -13.13090 1.4 -0.1 0.4
O -0.82138 12.08084 -13.65246 0.2 -3.5 0.0
C -2.08430 11.41975 -13.57698 -0.9 1.3 0.2
H 2.94032 16.18960 -17.02762 0.5 -0.3 0.0
H 1.37484 16.00256 -17.63910 1.2 -0.8 -0.5
H 2.65328 14.89253 -18.28531 0.2 0.2 0.0
H 3.81811 14.94498 -15.70584 0.3 -0.2 0.3
H 3.63469 13.42266 -16.60561 0.6 -0.1 0.0
H 2.97466 13.99097 -13.73551 -0.1 -0.6 -1.4
H 3.87711 12.63814 -14.35521 0.9 0.5 -0.3
H 1.98940 11.56383 -15.02373 0.4 0.4 -1.5
H 1.65108 12.59922 -12.43867 0.8 -1.0 -0.3
H 2.38602 11.05034 -13.08903 -0.1 -0.1 0.6
H -0.11304 11.05117 -12.09982 0.7 0.0 0.3
H 0.27594 10.23713 -13.59217 -0.7 -0.1 -0.6
H -2.21914 10.44026 -14.03579 0.8 -0.1 0.0
H -2.75892 12.09804 -14.09940 0.0 -0.6 0.3
H -2.40382 11.41660 -12.53487 0.0 -0.3 0.1
C 0.81575 16.87697 -14.45272 -3.5 3.2 -1.9
O 0.66959 15.85776 -15.45541 -1.4 5.5 -0.9
C -0.19527 16.28070 -16.50429 -1.8 1.2 -1.5
C -1.65595 16.03955 -16.15512 0.7 0.2 1.1
N -1.74392 14.64825 -15.71749 -5.8 1.7 -0.7
C -3.00996 14.40558 -14.95299 -1.0 -0.6 0.7
C -2.97526 14.84286 -13.46495 0.5 0.4 -2.3
O -1.93496 14.10530 -12.87914 -2.1 1.2 1.2
C -1.61447 14.58901 -11.54121 0.6 0.3 -1.7
H 1.73380 16.59291 -13.93834 -1.4 3.2 -0.9
H -0.01393 16.82859 -13.74746 -0.5 0.6 -0.2
H 1.06853 17.85564 -14.86064 -0.9 0.1 -0.4
H -0.03229 15.87839 -17.50414 -0.1 -0.9 0.6
H -0.02267 17.33950 -16.69728 -0.1 0.2 0.3
H -2.44314 16.19176 -16.89353 0.5 0.8 -0.2
H -1.73633 16.68182 -15.27812 -1.0 0.0 0.1
H -1.78460 14.06128 -16.53841 0.0 -0.3 -0.3
H -3.27696 13.34902 -14.93088 0.7 0.0 -0.3
H -3.95073 14.73383 -15.39492 0.2 1.0 -0.5
H -3.98686 14.74897 -13.07003 0.1 -0.5 0.4
H -2.75490 15.91022 -13.44827 0.1 0.3 0.3
H -1.61574 13.74963 -10.84584 0.0 0.5 -0.4
H -2.08941 15.46261 -11.09471 -1.5 -0.1 -0.7
H -0.62910 14.99196 -11.77525 -1.5 -0.7 0.4
```
Forces are in eV/Å.

=====

[2]
This record from the OMol25 dataset describes a structure of composition C18H46N2NaO6 at a distorted geometry. The level of theory is ωB97M-V with the def2-TZVPD basis set.

Net charge: +1
Energy above the lowest of the compared OMol25 structures with the same formula, charge and spin: 240.2 kJ/mol
HOMO energy: -11.39 eV

Geometry as XYZ:
```
73
Properties=species:S:1:pos:R:3:forces:R:3
Na 1.00223 0.48758 -1.44389 0.1 -0.6 -0.3
C -0.33477 -0.69342 -4.06989 -0.8 -0.2 -1.6
O -0.53777 -0.66942 -2.69989 -1.7 -0.6 1.8
C -0.95777 -1.96042 -2.13589 0.9 -0.2 -1.8
C 0.28923 -2.59242 -1.57489 -0.9 0.0 0.7
N 0.95423 -1.83842 -0.54589 -0.4 0.5 0.6
C 1.99523 -2.61442 0.10311 1.7 -0.4 -2.4
C 2.30123 -1.98742 1.40711 -0.9 -3.0 2.9
O 3.20323 -2.76142 2.28511 0.0 1.8 -1.3
C 2.52323 -3.80042 2.91711 -1.8 0.4 -0.5
H -0.16177 0.32958 -4.42789 0.0 -0.2 0.2
H -1.25077 -1.06542 -4.62689 1.1 0.2 0.6
H 0.55923 -1.27142 -4.28989 -0.1 -0.2 -0.4
H -1.49077 -2.60142 -2.91189 1.1 0.7 0.6
H -1.68777 -1.91242 -1.36889 -0.8 1.1 0.8
H 0.96423 -2.73742 -2.34289 1.4 -0.5 -1.8
H 0.08023 -3.52642 -1.12889 -0.7 -1.7 0.0
H 0.25723 -1.59842 0.15811 0.4 -0.1 -0.1
H 2.90023 -2.77142 -0.64089 -1.3 0.9 1.5
H 1.74523 -3.63442 0.24411 -0.8 -1.3 0.3
H 1.33823 -1.97042 2.00411 0.6 0.3 -0.7
H 2.59623 -1.01542 1.25511 1.3 2.2 0.2
H 1.66723 -3.44842 3.53211 0.4 0.0 -0.2
H 3.13823 -4.40142 3.51711 1.3 -0.4 0.8
H 2.12323 -4.45142 2.16311 -0.5 -0.7 -0.4
C 0.78023 1.24458 1.50611 0.0 1.0 0.0
O 0.12823 0.45358 0.56511 0.1 0.3 0.1
C -1.28277 0.25158 0.77311 0.4 4.2 -1.8
C -1.96777 0.55558 2.05711 1.8 -0.4 -0.1
N -3.26477 -0.00442 2.01311 -0.5 -2.5 0.4
C -4.03477 0.44258 3.14411 -0.5 0.8 0.7
C -5.47177 -0.03642 3.22311 0.0 -1.2 -0.9
O -6.06277 0.66558 4.25811 0.7 0.5 0.0
C -6.12777 -0.05342 5.46111 -0.2 -0.8 0.0
H 0.26323 2.22958 1.64011 0.3 -0.8 0.4
H 1.80223 1.48258 1.18511 -0.2 -0.3 -0.1
H 0.81323 0.59058 2.34611 0.4 0.5 1.5
H -1.35277 -0.73242 0.50611 -1.3 -2.4 -1.0
H -1.67177 1.04358 0.09611 -0.7 -1.4 -0.4
H -2.03477 1.61458 2.17711 0.1 0.7 0.4
H -1.29977 0.10258 2.76011 0.1 0.0 1.7
H -3.12177 -1.03142 2.15211 -0.4 0.9 -0.5
H -4.15077 1.52458 3.01111 0.1 0.0 0.3
H -3.57477 0.29658 4.14011 0.2 -0.1 -0.3
H -5.62277 -1.17842 3.36911 0.4 1.7 -0.5
H -5.94677 0.31358 2.30211 -0.2 -0.5 -0.1
H -7.10477 -0.43142 5.39911 -1.6 -1.0 0.7
H -6.14077 0.68458 6.25611 0.7 -0.4 0.4
H -5.48877 -1.00442 5.55111 -0.1 1.9 0.0
C 1.09623 4.57858 -2.20289 0.0 2.0 1.2
C 0.48823 3.44358 -1.46989 -0.4 0.4 0.4
C -0.46677 2.66958 -2.31989 -2.1 -1.5 0.2
O 1.60623 2.61158 -1.24889 0.9 -0.9 1.4
H 1.69523 5.20458 -1.50389 0.2 -0.6 -0.4
H 0.40823 5.30958 -2.55889 -0.8 0.3 -0.7
H 1.69223 4.14658 -2.97289 0.5 0.1 -0.7
H 0.10623 3.72058 -0.44689 -0.3 -0.1 -1.1
H -1.28077 3.25258 -2.76989 0.2 0.2 0.6
H -0.96677 1.80458 -1.77089 0.5 1.2 -0.5
H -0.04177 2.20358 -3.20489 0.8 0.1 0.0
H 2.13523 3.11558 -0.61489 0.3 -0.4 -0.2
C 3.41923 1.19658 -3.39089 -0.7 -1.0 0.6
C 3.56923 -0.06742 -2.52489 -1.3 3.5 0.6
C 3.82823 0.18658 -1.08089 0.0 1.0 0.5
O 2.43523 -0.84542 -2.70789 -0.3 -1.3 -0.8
H 2.47923 1.70658 -3.27289 -0.4 0.2 0.4
H 3.37623 0.78158 -4.35989 0.3 0.0 -1.5
H 4.19423 1.92058 -3.25889 0.7 0.2 0.0
H 4.42423 -0.49742 -2.86589 2.4 -1.8 -1.3
H 4.31523 -0.65542 -0.69489 0.7 -1.3 1.0
H 3.01823 0.43958 -0.41689 -0.7 -0.2 -0.1
H 4.47523 1.02958 -0.95489 0.8 0.5 -0.1
H 2.71223 -1.77342 -2.65689 -0.4 0.3 0.0
```
Forces are in eV/Å.

=====

Orbital gap / eV: 7.32; 9.23